w) Formula: BrH2NOS
Source: the Open Molecules 2025 dataset
Level of theory: ωB97M-V/def2-TZVPD

HOMO (spin up / spin down)	-8.81 / -10.92	eV
gap between HOMO and LUMO (spin up / spin down)	7.931 / 9.772	eV

Structure (XYZ):
```
6
Properties=species:S:1:pos:R:3:nbo_charge:R:1
N -1.15 0.30 1.28 -0.610
O 2.50 -1.01 -0.77 -0.790
S 1.27 -1.15 -1.47 0.940
Br 0.46 0.75 -2.05 -0.149
H -2.00 -0.17 1.52 0.304
H -1.08 1.28 1.50 0.306
```


x) Formula: BrH2NOS
Source: the Open Molecules 2025 dataset
Level of theory: ωB97M-V/def2-TZVPD

SMILES	N=[S@H](=O)Br
HOMO	-9.81	eV
gap between HOMO and LUMO	8.691	eV

Structure (XYZ):
```
6
Properties=species:S:1:pos:R:3:nbo_charge:R:1
N 0.17 -0.83 -1.03 -0.982
O -2.52 -0.50 -0.18 -0.843
S -1.21 0.08 -0.35 1.530
Br -1.23 2.05 -1.42 -0.152
H 1.10 -0.32 -1.16 0.381
H -1.04 0.72 0.96 0.066
```


y) Formula: BrH2NOS
Source: the Open Molecules 2025 dataset
Level of theory: ωB97M-V/def2-TZVPD

HOMO (spin up / spin down)	-10.37 / -9.46	eV
gap between HOMO and LUMO (spin up / spin down)	8.964 / 8.444	eV

Structure (XYZ):
```
6
Properties=species:S:1:pos:R:3:nbo_charge:R:1
N 0.59 -0.17 1.09 -0.696
O 1.29 -0.02 -1.82 -0.811
S 0.07 0.33 -1.16 1.127
Br -1.54 -1.10 -1.06 -0.132
H -0.38 -0.10 1.01 0.277
H -0.01 1.06 1.93 0.236
```


Stability summary: most stable w), least stable y).


w) Formula: C2H2NO2S
Source: the Open Molecules 2025 dataset
Level of theory: ωB97M-V/def2-TZVPD

charge	-1
HOMO	-4.09	eV
gap between HOMO and LUMO	8.185	eV

Structure (XYZ):
```
8
Properties=species:S:1:pos:R:3:nbo_charge:R:1
C -0.17 0.26 -1.14 -0.060
C 0.14 -1.14 -1.01 -0.517
N 1.01 0.59 -0.84 -0.400
O -1.28 -1.01 1.45 -1.001
O 0.01 -3.01 0.89 -0.999
S -0.17 -1.54 0.68 1.900
H -0.90 0.90 -1.38 0.143
H 0.91 -1.02 1.39 -0.066
```


x) Formula: C2H2NO2S
Source: the Open Molecules 2025 dataset
Level of theory: ωB97M-V/def2-TZVPD

charge	-1
HOMO (spin up / spin down)	-4.80 / -1.36	eV
gap between HOMO and LUMO (spin up / spin down)	8.560 / 3.627	eV

Structure (XYZ):
```
8
Properties=species:S:1:pos:R:3:nbo_charge:R:1
C 0.47 1.80 0.09 0.008
C -0.79 1.58 0.54 -0.103
N -0.06 2.99 0.27 -0.349
O 1.19 -3.33 0.40 -1.019
O -0.97 -3.23 -0.80 -1.019
S 0.09 -2.48 -0.08 1.084
H 1.52 1.37 -0.18 0.217
H -1.45 1.29 -0.26 0.181
```


Stability summary: most stable w), least stable x).


w) Formula: C4H14NO2S
Source: the Open Molecules 2025 dataset
Level of theory: ωB97M-V/def2-TZVPD

charge	-1
HOMO	-2.95	eV
gap between HOMO and LUMO	6.606	eV

Structure (XYZ):
```
22
Properties=species:S:1:pos:R:3:nbo_charge:R:1
C -1.48 -0.40 0.73 -0.429
C -2.04 0.67 -0.17 -0.518
S -2.09 2.35 0.63 -0.747
C -0.97 -1.66 -0.08 -0.218
N 0.19 -2.36 0.51 -0.631
C 1.43 -1.62 0.45 -0.424
H -0.62 -0.09 1.32 0.194
H -2.20 -0.77 1.47 0.186
H -3.07 0.46 -0.44 0.188
H -1.42 0.78 -1.06 0.178
H -1.74 -2.41 -0.22 0.174
H -0.68 -1.21 -1.03 0.183
H -0.05 -2.56 1.47 0.338
H 2.19 -2.31 0.84 0.182
H 1.48 -0.63 0.94 0.169
H 1.73 -1.36 -0.57 0.208
H 2.84 1.72 -2.17 0.451
H 2.18 1.83 -0.87 0.499
O 2.72 1.19 -1.38 -0.980
H 0.79 2.55 0.59 0.490
H -0.04 2.92 -0.62 0.512
O 0.88 2.90 -0.32 -1.005
```


x) Formula: C4H14NO2S
Source: the Open Molecules 2025 dataset
Level of theory: ωB97M-V/def2-TZVPD

charge	-1
HOMO	-2.93	eV
gap between HOMO and LUMO	6.636	eV

Structure (XYZ):
```
22
Properties=species:S:1:pos:R:3:nbo_charge:R:1
C -0.70 -0.02 -0.56 -0.432
C -1.63 1.15 -0.42 -0.528
S -1.22 2.33 0.89 -0.703
C -0.86 -0.83 -1.92 -0.218
N -0.77 -2.30 -1.81 -0.628
C 0.48 -2.75 -1.17 -0.425
H 0.35 0.29 -0.62 0.184
H -0.68 -0.75 0.26 0.183
H -2.68 0.84 -0.36 0.175
H -1.58 1.67 -1.40 0.172
H -1.87 -0.58 -2.25 0.183
H -0.09 -0.49 -2.61 0.176
H -1.53 -2.60 -1.22 0.339
H 0.62 -2.25 -0.22 0.185
H 1.37 -2.58 -1.78 0.187
H 0.44 -3.84 -1.16 0.189
H 3.72 -0.44 2.02 0.467
H 2.22 -0.58 1.59 0.504
O 3.09 -1.00 1.57 -0.982
H 0.97 1.61 2.52 0.483
H 1.03 1.40 1.08 0.498
O 1.63 1.36 1.86 -1.011
```


Stability summary: most stable w), least stable x).


w) Formula: C5H16N3
Source: the Open Molecules 2025 dataset
Level of theory: ωB97M-V/def2-TZVPD

charge	+1
HOMO	-14.16	eV
gap between HOMO and LUMO	10.737	eV

Structure (XYZ):
```
24
Properties=species:S:1:pos:R:3:nbo_charge:R:1
C 0.05 -2.88 -0.13 -0.449
C -1.33 -1.04 -1.05 0.684
N -0.07 -1.61 -0.77 -0.595
N -2.49 -1.65 -0.74 -0.747
N -1.37 -0.15 -2.01 -0.742
H 0.65 -0.90 -0.36 0.430
H -2.62 -2.15 0.08 0.426
H -3.35 -1.40 -1.24 0.427
H -0.45 0.34 -2.13 0.429
H -2.13 0.32 -2.53 0.450
H -0.41 -3.75 -0.71 0.234
H -0.41 -2.93 0.94 0.193
H 1.07 -3.18 0.09 0.253
C 0.79 2.05 0.45 -0.391
C 0.30 1.68 1.85 -0.606
C 2.29 2.09 0.38 -0.616
H 0.33 1.28 -0.25 0.136
H 0.48 3.08 0.14 0.217
H 0.99 1.89 2.78 0.223
H 0.35 0.54 1.82 0.172
H 2.66 2.07 1.35 0.218
H 2.77 1.16 -0.08 0.200
H -0.61 2.02 2.20 0.220
H 2.52 3.09 -0.10 0.231
```


x) Formula: C5H16N3
Source: the Open Molecules 2025 dataset
Level of theory: ωB97M-V/def2-TZVPD

charge	+1
SMILES	CC(C)(C)[N+](C)(N)N
HOMO	-14.69	eV
gap between HOMO and LUMO	11.925	eV

Structure (XYZ):
```
24
Properties=species:S:1:pos:R:3:nbo_charge:R:1
C 1.18 1.10 0.96 -0.697
C 1.11 -1.52 0.57 -0.650
C 1.31 0.28 -1.30 -0.682
C -1.47 1.32 -0.41 -0.424
C 0.81 -0.06 0.08 0.289
N -1.27 -1.16 -0.85 -0.652
N -1.49 -0.36 1.24 -0.648
N -0.93 -0.06 -0.04 0.051
H 0.39 1.70 1.42 0.248
H 1.76 0.84 1.75 0.247
H 1.77 1.75 0.42 0.230
H 2.26 -1.44 0.56 0.254
H 0.79 -2.24 -0.34 0.266
H 0.81 -1.76 1.49 0.210
H 1.68 -0.65 -1.91 0.243
H 0.63 0.84 -2.00 0.243
H 2.12 0.88 -1.08 0.236
H -0.93 2.02 -0.92 0.235
H -2.49 1.07 -0.84 0.230
H -1.60 1.79 0.50 0.244
H -1.26 -0.92 -1.81 0.382
H -2.16 -1.60 -0.62 0.384
H -0.78 -0.71 1.87 0.382
H -2.21 -1.08 1.23 0.379
```


y) Formula: C5H16N3
Source: the Open Molecules 2025 dataset
Level of theory: ωB97M-V/def2-TZVPD

charge	+1
HOMO	-12.16	eV
gap between HOMO and LUMO	8.671	eV

Structure (XYZ):
```
24
Properties=species:S:1:pos:R:3:nbo_charge:R:1
C 1.27 -1.87 1.27 -0.244
C 0.26 -1.72 0.35 0.075
N -0.44 -2.73 -0.30 -0.763
N 1.85 -0.67 1.92 -0.669
H 1.70 -2.75 1.66 0.226
H -0.04 -0.73 0.10 0.212
H -0.90 -2.38 -1.12 0.410
H -0.07 -3.66 -0.27 0.409
H 2.85 -0.61 1.76 0.441
H 1.67 -0.60 2.91 0.432
H 1.35 0.20 1.61 0.445
C -0.74 3.10 0.46 -0.620
C -0.68 1.67 -0.11 -0.198
N -0.96 1.60 -1.54 -0.608
C -0.76 0.27 -2.11 -0.413
H -0.70 3.01 1.57 0.212
H -1.75 3.53 0.30 0.240
H 0.11 3.66 0.03 0.217
H -1.39 1.02 0.45 0.186
H 0.34 1.23 0.10 0.092
H -0.40 2.25 -2.10 0.366
H -0.76 0.37 -3.21 0.232
H 0.23 -0.20 -1.85 0.142
H -1.54 -0.41 -1.71 0.175
```


Stability summary: most stable w), least stable x).


w) Formula: H5NO3Si
Source: the Open Molecules 2025 dataset
Level of theory: ωB97M-V/def2-TZVPD

SMILES	N[Si](=O)O.O
HOMO	-10.84	eV
gap between HOMO and LUMO	10.888	eV

Structure (XYZ):
```
10
Properties=species:S:1:pos:R:3:nbo_charge:R:1
N 0.25 0.57 0.56 -1.354
O -1.82 -0.74 1.57 -1.094
O 1.32 -0.39 -2.01 -0.994
O -1.82 -0.73 -1.12 -1.206
Si -1.14 -0.30 0.18 2.277
H 0.95 0.04 -0.02 0.428
H 0.68 0.76 1.54 0.439
H -2.74 -0.99 1.48 0.511
H 1.65 -0.18 -2.90 0.491
H 0.31 -0.37 -1.98 0.501
```


x) Formula: H5NO3Si
Source: the Open Molecules 2025 dataset
Level of theory: ωB97M-V/def2-TZVPD

HOMO	-9.27	eV
gap between HOMO and LUMO	9.245	eV

Structure (XYZ):
```
10
Properties=species:S:1:pos:R:3:nbo_charge:R:1
N -0.63 1.37 0.62 -1.326
O -0.61 -1.14 0.83 -1.091
O 2.11 -0.21 -0.22 -1.112
O -0.68 -0.32 -1.86 -1.064
Si -0.30 0.00 -0.32 2.325
H -0.98 2.25 0.08 0.404
H 0.21 1.70 1.11 0.429
H -0.09 -1.84 0.99 0.498
H 2.18 -0.68 0.60 0.427
H -1.19 -1.12 -1.83 0.509
```


Stability summary: most stable w), least stable x).


w) Formula: C4H4O2S2
Source: the Open Molecules 2025 dataset
Level of theory: ωB97M-V/def2-TZVPD

SMILES	OC(=S)/C=C\C(O)=S
HOMO	-8.97	eV
gap between HOMO and LUMO	7.279	eV

Structure (XYZ):
```
12
Properties=species:S:1:pos:R:3:nbo_charge:R:1
C -1.84 0.14 0.00 0.178
C -0.80 -0.93 0.00 -0.191
C 0.55 -0.97 0.00 -0.281
C 1.60 0.05 0.00 0.169
H -0.53 1.54 -0.01 0.506
H -1.28 -1.90 0.00 0.243
H 0.99 -1.96 0.00 0.242
H 1.92 1.90 0.01 0.518
O -1.50 1.41 -0.01 -0.641
O 1.15 1.33 0.00 -0.692
S -3.42 -0.30 0.00 -0.033
S 3.18 -0.30 0.00 -0.017
```


x) Formula: C4H4O2S2
Source: the Open Molecules 2025 dataset
Level of theory: ωB97M-V/def2-TZVPD

SMILES	C=C(C(=O)O)C(=S)S
HOMO	-8.96	eV
gap between HOMO and LUMO	8.202	eV

Structure (XYZ):
```
12
Properties=species:S:1:pos:R:3:nbo_charge:R:1
C 0.15 -1.04 0.95 -0.307
C 0.39 -0.17 -0.24 -0.265
C 1.22 -0.53 -1.19 -0.221
C -0.23 1.17 -0.40 0.775
H -2.22 -0.52 0.95 0.139
H 1.69 -1.53 -1.10 0.216
H 1.40 0.06 -2.08 0.230
H -1.33 2.40 0.58 0.501
O -0.99 1.51 0.69 -0.701
O -0.02 1.91 -1.29 -0.561
S -1.46 -1.56 1.33 0.128
S 1.39 -1.70 1.80 0.064
```


y) Formula: C4H4O2S2
Source: the Open Molecules 2025 dataset
Level of theory: ωB97M-V/def2-TZVPD

HOMO	-9.24	eV
gap between HOMO and LUMO	8.622	eV

Structure (XYZ):
```
12
Properties=species:S:1:pos:R:3:nbo_charge:R:1
C 1.28 0.15 0.07 0.303
C -0.02 0.18 -0.62 -0.487
C -0.71 -1.07 -0.11 -0.421
C -1.15 1.04 -0.18 0.376
H 2.02 0.31 1.94 0.526
H 0.05 0.04 -1.68 0.286
H -0.88 -1.92 -0.80 0.229
H -0.62 -1.53 1.02 0.263
O 1.11 0.21 1.40 -0.676
O -1.44 2.21 -0.03 -0.509
S 2.79 0.43 -0.69 -0.112
S -2.41 -0.07 -0.31 0.222
```


Stability summary: most stable x), least stable y).